[1]
# C27H32BN9OSr

C27H32BN9OSr as an isolated structure at a distorted geometry (ωB97M-V/def2-TZVPD, OMol25).

Geometry (Å):
Sr  -0.56  0.64  0.72
O  -0.44  2.94  3.26
C  -1.10  1.92  3.00
N  -2.07  1.74  2.12
C  -2.48  2.93  1.38
C  -3.05  2.56  0.02
C  -3.96  3.38  -0.64
C  -4.45  2.99  -1.87
C  -4.04  1.79  -2.42
C  -3.12  1.04  -1.72
N  -2.64  1.41  -0.53
C  -0.69  0.62  3.71
C  -0.45  0.61  5.08
C  -0.05  -0.57  5.67
C  0.13  -1.70  4.88
C  -0.11  -1.61  3.53
N  -0.52  -0.47  2.95
H  -1.66  3.65  1.25
H  -3.25  3.49  1.94
H  -4.27  4.31  -0.18
H  -5.17  3.62  -2.39
H  -4.41  1.45  -3.38
H  -2.73  0.10  -2.12
H  -0.56  1.53  5.64
H  0.13  -0.61  6.74
H  0.45  -2.64  5.31
H  0.04  -2.45  2.87
C  2.59  1.01  3.00
C  2.77  0.18  1.76
C  3.90  -0.57  1.40
C  3.58  -1.17  0.21
C  4.40  -2.08  -0.64
N  2.33  -0.78  -0.12
N  1.82  0.06  0.85
B  1.55  -1.13  -1.42
N  0.29  -2.01  -1.11
N  -0.72  -1.55  -0.31
C  -1.63  -2.52  -0.25
C  -2.88  -2.33  0.56
C  -1.22  -3.62  -1.01
C  0.01  -3.26  -1.54
C  0.91  -4.04  -2.44
N  1.13  0.18  -2.17
N  0.41  1.17  -1.56
C  0.30  2.15  -2.44
C  -0.43  3.42  -2.11
C  0.95  1.81  -3.64
C  1.46  0.55  -3.43
C  2.25  -0.32  -4.36
H  3.52  1.53  3.24
H  2.33  0.39  3.86
H  1.81  1.77  2.89
H  4.84  -0.66  1.94
H  5.35  -2.27  -0.14
H  4.61  -1.66  -1.62
H  3.91  -3.04  -0.80
H  2.27  -1.76  -2.14
H  -2.90  -1.35  1.05
H  -2.96  -3.09  1.35
H  -3.77  -2.41  -0.06
H  -1.73  -4.56  -1.15
H  0.46  -5.01  -2.64
H  1.89  -4.20  -1.98
H  1.08  -3.53  -3.39
H  -0.56  3.52  -1.03
H  -1.42  3.44  -2.57
H  0.13  4.29  -2.45
H  1.04  2.40  -4.54
H  2.35  0.19  -5.32
H  1.77  -1.28  -4.53
H  3.25  -0.52  -3.98

## Properties
LUMO energy   0.583 eV
Frontier orbital gap   8.955 eV
E_HOMO   -8.37 eV

=====

[2]
# C6H6NOPS

C6H6NOPS as an isolated structure at a distorted geometry (ωB97M-V/def2-TZVPD, OMol25).

Geometry (Å):
C  -1.40  0.87  0.36
C  -1.01  -0.46  0.27
C  -0.60  1.91  -0.09
C  0.22  -0.86  -0.26
C  0.59  1.44  -0.61
C  1.03  0.17  -0.73
N  0.63  -2.17  -0.25
O  3.39  2.02  -0.95
P  1.96  2.06  -1.70
S  2.16  1.95  -3.61
H  -2.37  1.11  0.77
H  -1.70  -1.23  0.61
H  -0.87  2.95  -0.03
H  -0.10  -2.86  -0.15
H  1.39  -2.42  -0.86
H  3.36  2.11  0.01

## Properties
LUMO energy (spin up / spin down)   -0.953 / -0.952 eV
Frontier orbital gap (spin up / spin down)   7.103 / 7.107 eV
E_HOMO (spin up / spin down)   -8.06 / -8.06 eV

=====

Question: What is the formula in the second record?
Answer: C6H6NOPS